No. 1
C20H33FN2O5PS | ωB97M-V/def2-TZVPD

Element x y z (Å)
C 1.720 3.586 1.132
C 0.650 3.226 0.091
O -0.538 2.677 0.629
C -0.319 1.418 1.264
C -1.646 0.686 1.397
C -1.517 -0.840 1.341
C -0.623 -1.500 2.411
C -0.062 -2.872 2.005
P 1.738 -3.316 2.420
C 3.626 -3.542 2.664
C 4.308 -4.384 1.611
O 4.297 -5.771 2.052
C 4.886 -6.640 1.250
O 4.629 -7.799 1.225
S 2.532 -1.459 0.923
O 2.537 -0.153 1.556
O 3.733 -1.807 0.181
F 1.446 -1.229 -0.332
H 2.651 3.041 0.968
H 1.944 4.657 1.112
H 1.369 3.345 2.137
H 0.329 4.121 -0.450
H 1.064 2.522 -0.646
H 0.383 0.824 0.672
H 0.160 1.567 2.238
H -2.272 1.007 0.557
H -2.171 1.004 2.307
H -2.531 -1.251 1.439
H -1.176 -1.135 0.341
H 0.181 -0.827 2.737
H -1.257 -1.652 3.294
H -0.229 -3.057 0.938
H -0.610 -3.654 2.545
H 1.787 -4.182 1.245
H 1.411 -4.375 3.321
H 1.764 -2.310 3.472
H 3.715 -4.047 3.632
H 4.135 -2.580 2.747
H 5.346 -4.074 1.441
H 3.786 -4.321 0.653
H 5.707 -6.195 0.657
N -1.683 0.674 -2.339
C -2.219 0.724 -3.557
C -1.565 0.315 -4.708
C -0.271 -0.173 -4.591
C 0.307 -0.222 -3.333
C -0.436 0.213 -2.244
H -3.230 1.111 -3.615
H -2.059 0.382 -5.668
H 0.276 -0.504 -5.465
H 1.312 -0.590 -3.177
H -0.009 0.184 -1.252
N -5.698 3.832 -2.312
C -4.590 3.100 -2.194
C -3.351 3.618 -1.841
C -3.266 4.979 -1.593
C -4.408 5.756 -1.712
C -5.594 5.137 -2.073
H -4.707 2.040 -2.387
H -2.488 2.972 -1.754
H -2.321 5.423 -1.306
H -4.384 6.822 -1.527
H -6.507 5.715 -2.173

* E_HOMO: -5.26 eV
* electronic energy: -57333.745 eV
* charge: -1

***

No. 2
C20H33N2O5P | ωB97M-V/def2-TZVPD

Element x y z (Å)
C -1.178 -2.521 4.526
C -1.927 -1.461 3.722
C -2.693 -0.526 4.660
C -3.240 0.759 4.012
O -2.832 0.856 2.656
C -2.979 2.130 2.090
C -4.337 2.308 1.537
N -5.400 2.491 1.144
C -1.839 2.303 1.044
C -0.665 2.760 1.769
N 0.244 3.164 2.348
P -2.315 3.441 -0.380
C -2.985 2.136 -1.491
C -1.983 1.020 -1.870
C -0.740 3.830 -1.242
C 0.109 4.915 -0.576
H -1.833 -2.987 5.262
H -0.362 -2.045 5.072
H -0.744 -3.288 3.888
H -1.220 -0.882 3.130
H -2.606 -1.938 3.015
H -3.516 -1.083 5.106
H -2.017 -0.253 5.471
H -2.888 1.627 4.578
H -4.332 0.771 4.079
H -2.853 2.907 2.851
H -1.624 1.301 0.662
H -3.290 2.682 -2.383
H -3.865 1.717 -1.012
H -1.758 1.045 -2.935
H -2.426 0.046 -1.678
H -1.040 1.099 -1.340
H -1.075 4.220 -2.206
H -0.134 2.953 -1.479
H -0.476 5.824 -0.450
H 0.939 5.155 -1.243
H 0.538 4.605 0.368
O 0.090 -1.349 -1.377
C 1.137 -1.078 -0.869
C 1.731 -1.647 0.405
C 2.831 -0.641 0.746
C 3.208 -0.112 -0.632
O 1.994 -0.173 -1.407
H 2.130 -2.638 0.181
H 0.969 -1.728 1.174
H 3.676 -1.064 1.284
H 2.416 0.168 1.349
H 3.960 -0.735 -1.122
H 3.557 0.918 -0.621
O 5.132 -5.493 -3.880
C 4.393 -4.561 -3.979
C 4.004 -3.804 -5.237
C 3.403 -2.512 -4.685
C 2.863 -2.974 -3.338
O 3.754 -4.021 -2.911
H 3.271 -4.402 -5.780
H 4.875 -3.645 -5.865
H 2.638 -2.065 -5.317
H 4.191 -1.774 -4.534
H 1.854 -3.384 -3.413
H 2.867 -2.189 -2.591

* energy above the lowest of the compared OMol25 structures with the same formula, charge and spin: 3.443 eV
* E_HOMO: -9.02 eV
* electronic energy: -43780.958 eV

***

No. 3
C20H33N3OS2 | ωB97M-V/def2-TZVPD

Element x y z (Å)
C 6.765 0.864 1.490
C 5.423 0.267 1.896
C 4.436 1.351 2.322
C 3.121 0.816 2.892
C 2.268 0.036 1.884
C 2.438 -1.481 2.001
N 1.644 -2.166 1.009
C 0.550 -2.880 1.309
O 0.171 -3.134 2.435
C -0.236 -3.329 0.065
N -1.079 -2.245 -0.391
C -0.652 -1.277 -1.237
S 0.828 -1.407 -1.993
N -1.490 -0.245 -1.491
C -2.835 -0.208 -0.957
C -2.922 0.392 0.417
C -3.964 1.080 0.958
C -3.717 1.505 2.283
C -2.489 1.142 2.727
S -1.607 0.266 1.542
C -1.064 0.868 -2.330
C -1.284 2.220 -1.653
C -0.710 3.326 -2.535
C -1.364 3.306 -3.913
C -1.164 1.949 -4.580
C -1.734 0.835 -3.706
H 6.638 1.557 0.661
H 7.455 0.082 1.180
H 7.212 1.405 2.322
H 5.016 -0.291 1.052
H 5.573 -0.430 2.724
H 4.911 1.973 3.085
H 4.220 1.994 1.465
H 2.546 1.671 3.253
H 3.332 0.180 3.754
H 1.211 0.263 2.042
H 2.519 0.347 0.867
H 3.486 -1.763 1.874
H 2.093 -1.825 2.979
H 1.811 -1.932 0.034
H -0.878 -4.170 0.334
H 0.439 -3.615 -0.744
H -1.814 -2.015 0.261
H -3.255 -1.224 -0.962
H -3.454 0.386 -1.633
H -4.881 1.276 0.431
H -4.424 2.061 2.872
H -2.036 1.328 3.680
H 0.013 0.734 -2.478
H -2.349 2.405 -1.496
H -0.792 2.226 -0.678
H -0.870 4.295 -2.059
H 0.367 3.179 -2.644
H -0.936 4.092 -4.538
H -2.434 3.508 -3.810
H -1.652 1.935 -5.556
H -0.098 1.773 -4.734
H -2.814 0.971 -3.608
H -1.553 -0.137 -4.169

* energy above the lowest of the compared OMol25 structures with the same formula, charge and spin: 0.000 eV
* E_HOMO: -8.33 eV
* electronic energy: -49465.372 eV